C4H9FNOS | ωB97M-V with the def2-TZVPD basis set

The lowest unoccupied orbital energy (alpha / beta) is -3.4 / -8.7 eV. The total energy is -21371.9944 eV. The total charge is +1. The HOMO-LUMO gap (alpha / beta) comes out at 9.23 / 4.40 eV. As for the spin multiplicity: 3.

```
17
C4H9FNOS | OMol25 | ωB97M-V with the def2-TZVPD basis set
C -1.219 -0.397 -0.934
C -0.706 -0.099 1.325
C -0.061 0.620 -0.862
C 0.381 0.583 0.578
N -1.188 -1.066 0.375
O -0.544 1.899 -0.954
F 1.101 1.579 1.079
S 2.709 -1.218 -0.291
H -2.222 0.068 -1.070
H -1.079 -1.033 -1.814
H -0.486 -0.505 2.299
H -1.460 0.760 1.434
H 0.640 0.448 -1.565
H -2.102 -1.408 0.618
H 3.780 -1.736 0.045
H 0.205 2.554 -1.264
H 2.252 -1.049 1.003
```